108
Properties=species:S:1:pos:R:3 method="wB97M-V/def2-TZVPD" homo_ev=-10.021 total_charge=+1 de_lowest_ev=0.429 gap_ev=7.573 largest_force_ha_per_bohr=0.0146
Sc 2.389 2.431 0.475
C -1.179 3.613 -2.521
C -0.907 2.172 -2.237
C -0.907 1.235 -3.221
C -0.645 -0.127 -2.919
N -0.441 -0.503 -1.694
N -0.434 0.421 -0.714
B -0.483 -0.342 0.640
N -1.970 -0.543 1.054
N -3.047 -0.915 0.377
C -4.151 -0.966 1.078
C -4.166 -0.647 2.469
C -3.047 -0.250 3.142
C -2.993 0.112 4.588
C -1.892 -0.194 2.327
S -0.241 0.285 2.516
C -5.432 -1.358 0.362
C -5.168 -1.591 -1.122
C -5.968 -2.650 0.994
C -6.462 -0.233 0.524
N 0.275 -1.671 0.499
N -0.536 -2.740 0.373
C 0.005 -3.907 0.193
C 1.416 -4.054 0.136
C 2.232 -2.981 0.267
C 3.717 -3.099 0.208
C 1.608 -1.699 0.454
S 2.574 -0.306 0.589
C -0.924 -5.094 0.039
C -0.633 -5.785 -1.299
C -0.667 -6.072 1.193
C -2.379 -4.642 0.065
C -0.612 1.738 -0.901
S -0.444 2.826 0.397
C -0.694 -1.242 -3.951
C 0.275 -2.356 -3.553
C -0.326 -0.726 -5.345
C -2.127 -1.794 -3.958
H -1.698 3.710 -3.473
H -0.242 4.171 -2.582
H -1.778 4.064 -1.732
H -1.108 1.532 -4.239
H -5.107 -0.701 3.000
H -3.989 0.132 5.023
H -2.530 1.089 4.721
H -2.387 -0.612 5.135
H -4.452 -2.395 -1.279
H -4.773 -0.698 -1.605
H -6.104 -1.863 -1.608
H -5.256 -3.466 0.879
H -6.898 -2.941 0.507
H -6.180 -2.530 2.057
H -6.082 0.708 0.127
H -6.743 -0.077 1.565
H -7.371 -0.487 -0.022
H 1.844 -5.035 -0.020
H 4.007 -4.129 0.013
H 4.162 -2.774 1.149
H 4.125 -2.453 -0.570
H 0.379 -6.187 -1.343
H -0.764 -5.097 -2.136
H -1.321 -6.618 -1.436
H 0.362 -6.432 1.198
H -1.319 -6.939 1.092
H -0.868 -5.604 2.157
H -2.591 -3.933 -0.734
H -2.632 -4.157 1.007
H -3.022 -5.514 -0.061
H 1.304 -1.995 -3.524
H 0.216 -3.161 -4.285
H 0.032 -2.761 -2.571
H 0.630 -0.200 -5.340
H -1.084 -0.058 -5.754
H -0.239 -1.567 -6.032
H -2.391 -2.176 -2.970
H -2.214 -2.602 -4.683
H -2.849 -1.021 -4.226
O 0.335 8.112 1.618
C 0.937 6.925 1.433
C 1.217 6.054 2.491
C 1.831 4.859 2.177
N 2.167 4.552 0.934
C 1.848 5.347 -0.078
C 1.233 6.563 0.113
C 2.031 4.661 -1.422
O 1.971 5.268 -2.462
O 2.199 3.371 -1.266
C 2.082 3.703 3.127
O 2.222 3.873 4.319
O 2.158 2.577 2.483
H 0.157 8.259 2.556
H 0.946 6.275 3.514
H 0.956 7.189 -0.721
C 8.126 2.545 2.055
N 6.837 2.442 1.405
C 6.598 1.886 0.077
C 5.089 2.006 0.002
O 4.308 1.643 -0.863
N 4.619 2.590 1.134
C 5.659 2.778 1.952
N 5.516 3.257 3.184
H 8.904 2.502 1.297
H 8.289 1.735 2.769
H 8.216 3.507 2.562
H 6.907 0.842 0.007
H 7.086 2.464 -0.710
H 4.581 3.352 3.559
H 6.287 3.292 3.828